# 1
DFT (ωB97M-V/def2-TZVPD) results for one molecule with the formula C22H34N4O2.

```
! RIJCOSX wB97M-V def2-TZVPD def2/J DEFGRID3
* xyz 0 1
C -7.842 -3.120 -0.250
N -7.833 -1.686 -0.094
C -8.994 -0.958 -0.545
C -6.630 -1.028 0.042
C -6.540 0.368 -0.047
C -5.346 1.033 0.134
C -4.181 0.328 0.409
N -2.932 0.942 0.604
C -2.606 2.260 0.542
O -3.389 3.157 0.328
C -1.115 2.522 0.777
N -0.425 2.644 -0.495
C 0.847 3.331 -0.423
C 1.970 2.475 0.180
C 2.117 1.183 -0.626
N 3.147 0.332 -0.068
C 4.252 -0.042 -0.755
O 4.439 0.269 -1.912
C 5.248 -0.848 0.069
C 6.206 0.136 0.752
C 7.269 -0.611 1.551
C 8.048 -1.558 0.645
C 7.101 -2.545 -0.030
C 6.033 -1.805 -0.827
C 0.770 0.460 -0.689
C -0.296 1.415 -1.250
C -4.251 -1.058 0.492
C -5.444 -1.725 0.311
H -7.243 -3.448 -1.109
H -8.865 -3.461 -0.397
H -7.456 -3.604 0.650
H -9.851 -1.627 -0.571
H -9.225 -0.149 0.151
H -8.857 -0.531 -1.546
H -7.413 0.959 -0.264
H -5.311 2.107 0.057
H -2.187 0.289 0.805
H -0.694 1.746 1.441
H -1.042 3.486 1.283
H 0.718 4.249 0.154
H 1.123 3.609 -1.445
H 2.908 3.032 0.166
H 1.734 2.235 1.221
H 2.450 1.420 -1.642
H 3.049 0.064 0.899
H 4.714 -1.421 0.836
H 6.687 0.743 -0.018
H 5.646 0.809 1.408
H 7.948 0.106 2.018
H 6.788 -1.184 2.349
H 8.570 -0.978 -0.119
H 8.798 -2.098 1.228
H 7.662 -3.206 -0.693
H 6.622 -3.166 0.732
H 6.495 -1.226 -1.628
H 5.346 -2.518 -1.289
H 0.849 -0.421 -1.328
H 0.492 0.125 0.315
H -1.269 0.923 -1.301
H -0.013 1.694 -2.269
H -3.355 -1.630 0.698
H -5.441 -2.800 0.383
*
```

Structure (SMILES): CN(C)c1ccc(NC(=O)CN2CCC(NC(=O)C3CCCCC3)CC2)cc1
E_tot: -1228.2570 hartree
Energy above the lowest of the compared OMol25 structures with the same formula, charge and spin: 130.9 kJ/mol



# 2
DFT (ωB97M-V/def2-TZVPD) results for one molecule with the formula C21H38N4O3.

```
! RIJCOSX wB97M-V def2-TZVPD def2/J DEFGRID3
* xyz 0 1
O -0.211 0.027 -0.916
C -0.929 -0.584 -0.143
N -0.696 -1.868 0.229
C 0.385 -2.659 -0.315
C -0.125 -3.689 -1.332
C -0.926 -4.802 -0.662
C -0.089 -5.487 0.415
C 0.369 -4.473 1.459
C 1.170 -3.349 0.805
N -2.083 -0.055 0.387
C -2.278 1.390 0.311
C -0.977 2.035 0.848
O -0.473 1.589 1.861
N -0.516 3.115 0.199
C 0.718 3.783 0.553
C 1.726 3.742 -0.593
C 2.258 2.320 -0.803
N 3.051 1.934 0.353
C 2.838 0.582 0.834
C 3.563 -0.455 -0.030
O 4.950 -0.180 -0.101
C 5.184 1.112 -0.617
C 4.474 2.186 0.221
C -3.405 1.798 1.270
C -4.740 1.174 0.873
C -5.099 1.539 -0.564
C -3.984 1.101 -1.509
C -2.667 1.770 -1.122
H -1.351 -2.334 0.834
H 1.033 -1.940 -0.828
H 0.737 -4.123 -1.843
H -0.738 -3.179 -2.078
H -1.234 -5.532 -1.413
H -1.833 -4.390 -0.214
H -0.671 -6.278 0.893
H 0.786 -5.947 -0.049
H 0.988 -4.968 2.210
H -0.501 -4.062 1.976
H 2.084 -3.764 0.378
H 1.452 -2.606 1.554
H -2.401 -0.470 1.250
H -0.896 3.342 -0.705
H 0.492 4.821 0.823
H 1.131 3.263 1.420
H 2.555 4.408 -0.351
H 1.257 4.099 -1.513
H 1.414 1.634 -0.905
H 2.833 2.286 -1.739
H 1.769 0.377 0.862
H 3.232 0.532 1.855
H 3.480 -1.454 0.398
H 3.132 -0.457 -1.044
H 6.266 1.256 -0.599
H 4.836 1.160 -1.662
H 4.631 3.170 -0.225
H 4.904 2.185 1.228
H -3.491 2.887 1.251
H -3.130 1.506 2.287
H -5.518 1.522 1.555
H -4.681 0.087 0.959
H -5.238 2.620 -0.641
H -6.038 1.059 -0.845
H -4.239 1.367 -2.536
H -3.866 0.017 -1.459
H -1.874 1.455 -1.802
H -2.801 2.852 -1.191
*
```

Structure (SMILES): O=C(NC1CCCCC1)NC1(C(=O)NCCCN2CCOCC2)CCCCC1
E_tot: -1267.8076 hartree
Energy above the lowest of the compared OMol25 structures with the same formula, charge and spin: 0.0 kJ/mol



# 3
DFT (ωB97M-V/def2-TZVPD) results for C30H47AlAsBeCaF10N2O14PRbS as an isolated structure at a distorted geometry.

```
! RIJCOSX wB97M-V def2-TZVPD def2/J DEFGRID3
* xyz 1 1
C 1.452 0.283 -0.941
C 0.561 0.440 -2.176
C -0.910 0.010 -2.008
C -1.734 1.070 -2.774
C -1.550 0.805 -4.291
C -3.229 1.149 -2.285
C -3.679 -0.336 -2.087
C -3.968 -1.150 -3.264
C -4.356 -2.440 -2.986
C -4.396 -2.915 -1.691
N -4.115 -2.230 -0.611
C -3.784 -0.955 -0.862
C -4.230 1.987 -3.143
P -3.528 3.391 -4.144
O -3.432 2.867 -5.535
O -2.117 3.821 -3.717
O -4.457 4.674 -4.217
C -5.397 2.585 -2.270
C -5.624 1.853 -0.970
O -4.541 1.946 -0.043
S -3.110 2.057 -0.730
O -2.129 1.456 0.110
O -2.846 3.424 -0.948
H 2.452 -0.011 -1.253
H 1.114 -0.465 -0.216
H 1.546 1.241 -0.441
H 0.971 -0.138 -2.999
H 0.650 1.476 -2.488
H -1.047 -0.980 -2.450
H -1.231 -0.065 -0.976
H -1.244 1.988 -2.460
H -0.937 -0.075 -4.452
H -2.465 0.689 -4.866
H -0.984 1.630 -4.707
H -3.944 -0.818 -4.312
H -4.627 -3.103 -3.792
H -4.678 -3.949 -1.541
H -3.579 -0.363 0.015
H -4.757 1.371 -3.866
H -1.973 4.779 -3.521
H -5.285 4.455 -4.658
H -6.313 2.606 -2.858
H -5.196 3.626 -2.027
H -6.546 2.258 -0.468
H -5.849 0.797 -1.128
Rb -5.141 0.398 -5.174
C 0.431 -4.066 -0.787
C 0.986 -3.256 -1.858
N 1.427 -2.656 -2.727
H -0.448 -3.609 -0.322
H 0.140 -5.054 -1.141
H 1.182 -4.230 -0.003
C -1.918 0.948 5.202
O -1.798 2.108 4.418
C -2.549 2.009 3.215
C -3.831 2.802 3.307
O -4.729 2.242 4.259
C -4.737 2.943 5.493
H -1.514 1.157 6.192
H -2.955 0.615 5.308
H -1.320 0.145 4.744
H -2.754 0.962 2.963
H -1.929 2.428 2.420
H -4.333 2.768 2.338
H -3.614 3.847 3.539
H -5.266 3.895 5.389
H -3.726 3.129 5.859
H -5.267 2.328 6.219
F 0.300 4.141 -2.154
Al 0.203 5.750 -1.535
F 0.028 5.689 0.133
F -1.227 6.427 -2.223
F 1.523 6.630 -2.008
C -0.725 -2.951 5.901
O -1.037 -3.851 4.824
H 0.025 -3.419 6.531
H -0.335 -2.014 5.501
H -1.618 -2.754 6.495
H -1.707 -3.420 4.287
Ca 2.354 -3.411 1.305
F 5.543 4.916 -1.329
As 4.943 5.746 0.085
F 5.129 4.259 1.000
F 3.333 5.270 -0.326
F 4.365 6.540 1.513
F 4.783 7.204 -0.821
F 6.575 6.181 0.503
C 5.812 -1.104 -2.044
C 5.696 -2.244 -1.083
O 4.635 -2.464 -0.503
C 6.900 -3.094 -0.855
H 4.866 -0.574 -2.111
H 6.582 -0.410 -1.702
H 6.079 -1.481 -3.032
H 7.714 -2.481 -0.466
H 7.213 -3.555 -1.793
H 6.670 -3.878 -0.139
C 6.506 -6.644 3.663
C 7.582 -7.328 4.358
C 8.862 -7.471 3.557
O 9.874 -7.947 3.997
C 8.831 -7.005 2.171
C 7.738 -6.334 1.491
C 6.510 -6.101 2.334
O 5.540 -5.482 1.907
O 7.770 -5.973 0.340
O 7.512 -7.758 5.477
H 5.570 -6.504 4.194
H 9.748 -7.193 1.618
Be -7.960 3.496 -0.865
*
```

E_tot: -7266.6412 hartree



# 4
DFT (ωB97M-V/def2-TZVPD) results for one molecule with the formula CH5N3S at a distorted geometry.

```
! RIJCOSX wB97M-V def2-TZVPD def2/J DEFGRID3
* xyz 0 1
N -1.777 -0.460 -0.269
N -0.787 -0.357 0.630
N 0.512 0.532 0.020
C 1.653 -0.133 -0.106
S 3.119 0.585 -0.120
H -2.210 0.396 -0.617
H -1.538 -1.094 -1.022
H -1.074 0.242 1.403
H 0.568 1.491 0.345
H 1.536 -1.202 -0.261
*
```

Structure (SMILES): NNNC=S
E_tot: -603.4627 hartree
Energy above the lowest of the compared OMol25 structures with the same formula, charge and spin: 218.5 kJ/mol